# 1
13
Properties=species:S:1:pos:R:3:nbo_charge:R:1 method="wB97M-V/def2-TZVPD" total_charge=-1 homo_energy_ev=-2.1 gap_ha=0.2453
C 1.12 -1.37 -0.03 -0.60
C 1.56 -0.09 -0.77 -0.64
H 2.02 -1.98 0.06 0.15
H 0.39 -1.96 -0.60 0.19
H 0.68 -1.14 0.95 0.25
H 1.91 -0.15 -1.83 0.16
H 0.61 0.48 -0.81 0.29
H 2.35 0.39 -0.19 0.17
C -2.13 1.19 0.64 -0.22
O -0.92 0.46 0.53 -1.01
H -2.84 0.84 1.40 0.08
H -1.96 2.27 0.92 0.09
H -2.79 1.07 -0.25 0.08

# 2
13
Properties=species:S:1:pos:R:3:nbo_charge:R:1 method="wB97M-V/def2-TZVPD" total_charge=-1 homo_energy_ev=-2.2 gap_ha=0.2278
O 2.90 -0.02 -0.48 -1.37
H 3.38 0.31 -1.20 0.39
C -2.30 -0.23 0.05 -0.61
C -0.77 -0.51 -0.06 -0.38
C 0.03 0.67 0.57 -0.64
H -2.56 -0.23 1.10 0.19
H -2.92 -0.97 -0.47 0.19
H -2.53 0.79 -0.34 0.19
H -0.48 -0.70 -1.12 0.20
H -0.54 -1.45 0.47 0.18
H -0.30 1.52 -0.05 0.18
H -0.16 0.73 1.68 0.17
H 1.09 0.49 0.40 0.32

# 3
13
Properties=species:S:1:pos:R:3:nbo_charge:R:1 method="wB97M-V/def2-TZVPD" total_charge=-1 homo_energy_ev=-2.1 gap_ha=0.2292
O 2.23 1.07 2.01 -1.38
H 2.93 1.06 2.67 0.39
C -0.83 0.41 -1.55 -0.61
C -0.41 -0.77 -0.65 -0.40
C -0.20 -0.39 0.81 -0.64
H -0.49 1.33 -1.06 0.21
H -1.91 0.51 -1.64 0.18
H -0.30 0.36 -2.51 0.19
H 0.48 -1.25 -1.06 0.19
H -1.24 -1.47 -0.76 0.17
H 0.13 0.64 0.93 0.26
H -0.99 -0.52 1.55 0.18
H 0.60 -0.97 1.25 0.24

Computed F_max, in the same sequence as the records: 2.3 2.1 1.2 eV Å⁻¹.